A molecular structure, C48H55DyN5O4 at a distorted geometry, computed with ωB97M-V with the def2-TZVPD basis set.

Multiplicity = 6
HOMO-LUMO gap (spin up / spin down) = 5.06 / 5.18 eV
Charge = -1

Last column: Mulliken charge in e.
Cartesian coordinates (Å):
Dy 0.2954 -0.3494 0.3371  0.560
C 4.2923 0.4858 -4.5153  -1.219
C 4.3752 -0.9786 -3.9189  -1.521
C 3.7656 -1.1380 -2.5591  0.736
C 4.3953 -1.2593 -1.2840  0.511
C 5.8902 -1.2189 -1.0622  -0.862
C 6.4882 0.1071 -1.6814  -1.112
C 3.3625 -1.2802 -0.3153  -1.174
C 3.3523 -1.3160 1.1879  1.719
C 1.8227 -0.6813 2.9159  3.134
C 1.6497 0.5312 4.0283  -0.601
C 2.8177 1.3931 4.4732  -0.884
C 3.0866 2.4597 3.3976  -1.111
C 0.3097 0.6215 4.3562  0.324
C -0.3908 -0.3197 3.4362  0.271
C -1.7753 -0.6393 3.4202  -1.226
C -2.4731 -1.1114 2.3008  0.288
N -1.9715 -1.2560 1.0104  0.083
C -3.0237 -1.7941 0.2684  0.114
C -2.9991 -2.0846 -1.1544  -1.342
C -2.0420 -1.5745 -2.0376  0.164
N -0.7248 -1.2706 -1.7050  -0.074
C -0.0328 -1.3108 -2.9221  -0.744
C 1.3153 -1.1644 -3.2038  0.081
C 2.3620 -1.1995 -2.2605  -0.273
N 2.1195 -1.3245 -0.8851  -0.364
C -0.9820 -1.2991 -3.9777  1.203
C -2.2474 -1.4359 -3.4413  0.140
C -3.5789 -1.3457 -4.1340  -0.576
C -4.6187 -0.5386 -3.3997  -1.012
C -0.6820 -1.1945 -5.5051  -1.253
C -0.1603 0.2232 -5.9801  -0.660
C -4.2511 -1.9677 1.0714  -0.773
C -3.9079 -1.6066 2.3340  1.156
C -4.7833 -1.6162 3.5173  -1.175
C -5.2635 -0.2076 3.9648  -0.808
C -5.6031 -2.4149 0.5062  -0.237
C -6.7937 -1.5452 0.8975  -1.364
N 0.4407 -0.8801 2.5829  -0.471
C -0.5309 1.4136 5.2576  -1.539
C -1.5746 2.3630 4.5886  -0.799
H 3.6299 1.2051 -3.9559  0.131
H 3.8263 0.3565 -5.5024  0.343
H 5.2707 0.8971 -4.5649  0.527
H 5.4376 -1.2171 -3.8559  0.447
H 3.9873 -1.7073 -4.6092  0.622
H 6.3765 -2.0485 -1.6054  0.486
H 6.1878 -1.2368 0.0116  0.109
H 7.4813 -0.0653 -2.0789  0.302
H 6.4669 0.8271 -0.8611  0.413
H 5.8664 0.5151 -2.4883  0.145
H 2.9319 -2.3173 1.5008  0.214
H 3.7104 0.8054 4.7403  0.012
H 2.5101 1.8835 5.4102  0.443
H 3.2166 1.9382 2.4132  0.139
H 3.9736 3.0925 3.5635  0.444
H 2.1935 3.1511 3.2617  0.204
H -2.3033 -0.7384 4.3714  0.565
H -3.8188 -2.6951 -1.5480  0.941
H 1.5744 -1.1694 -4.2512  0.465
H -3.9594 -2.3240 -4.4213  0.277
H -3.3166 -0.8394 -5.1347  0.122
H -4.9629 -0.9005 -2.3795  0.115
H -5.6063 -0.5957 -3.9241  0.388
H -4.4258 0.5387 -3.3849  0.272
H -1.5707 -1.2459 -6.0637  0.503
H 0.0792 -1.9917 -5.7582  0.320
H -0.8343 1.0261 -5.6023  0.070
H -0.2883 0.2782 -7.0793  0.497
H 0.9134 0.4680 -5.7473  0.105
H -4.2445 -2.1448 4.3798  0.367
H -5.6348 -2.2753 3.3534  0.530
H -4.3744 0.4599 4.1208  0.072
H -5.8029 -0.2100 4.9468  0.342
H -5.8903 0.2566 3.1823  0.257
H -5.7676 -3.4879 0.7814  0.393
H -5.4704 -2.4938 -0.6226  0.154
H -7.1594 -1.8950 1.8611  0.283
H -7.5889 -1.5695 0.1716  0.469
H -6.4335 -0.5313 0.9343  0.281
H 0.1414 2.0106 5.9373  0.330
H -1.0407 0.7438 5.9436  0.363
H -1.0210 3.1762 4.0312  0.271
H -2.2029 2.7783 5.4026  0.359
H -2.1932 1.7444 3.9273  0.148
C -1.7695 3.8077 1.0203  -1.664
C -1.0974 2.7182 0.2511  0.882
O -0.6568 1.6228 0.7991  0.378
C -0.8521 2.9451 -1.1261  0.916
C -1.5921 3.8879 -1.8774  -0.631
C -1.3767 4.1419 -3.2443  -1.074
C -0.4554 3.3409 -3.9786  -0.423
C 0.2291 2.3470 -3.2763  -0.587
C 0.0727 2.0911 -1.8201  0.283
O 0.9115 1.2790 -1.2420  -0.504
H -1.7643 3.6524 2.0963  -0.207
H -2.8130 3.8999 0.6699  0.362
H -1.2449 4.7150 0.7626  0.504
H -2.2991 4.5201 -1.3266  0.297
H -2.0066 4.8085 -3.7619  0.384
H -0.2913 3.4550 -5.0602  0.434
H 0.9254 1.6615 -3.7575  0.346
O 1.7410 -2.8224 3.8902  -0.696
C 2.4892 -1.8484 3.6720  0.446
C 3.8761 -1.8000 4.2335  -0.862
C 4.9558 -1.8699 3.1610  -1.405
C 4.6436 -1.0342 1.9094  0.318
O 5.3764 -0.0956 1.5647  -0.648
N 2.4315 -0.3118 1.6741  -0.608
H 3.8787 -2.6607 4.9291  0.464
H 4.0960 -0.9184 4.8095  0.006
H 5.1257 -2.8954 2.8036  0.266
H 5.8717 -1.3645 3.5081  0.477